No. 1
A 5-piece molecular cluster, C27H66BIO14P overall, computed with wB97M-V/def2-TZVPD.

Computed properties:
* energy above the lowest of the compared OMol25 structures with the same formula, charge and spin: 0.697 eV
* total energy: -75794.360 eV
* charge: -1

Structure (XYZ):
```
110
Properties=species:S:1:pos:R:3:forces:R:3:mulliken_charge:R:1
C 3.0869 -2.0737 -1.8351 0.3 -0.1 0.6 -1.252
C 2.0469 -1.2049 -1.0291 1.0 0.8 -0.4 0.615
C 1.1328 -0.2594 -1.9063 0.1 -0.1 0.6 -0.402
B 0.0825 -1.0365 -2.9102 1.0 1.3 1.7 0.316
I 1.0134 -1.7357 -4.8088 0.1 -0.5 -0.4 -0.275
P -0.8973 -2.4276 -1.9874 -0.7 0.4 -1.3 0.156
O -1.3267 -1.7834 -0.4334 1.6 -1.3 -0.4 -0.508
O 0.1092 -3.8089 -1.7305 -0.3 0.8 0.6 -0.566
H 3.6855 -1.4692 -2.5735 -0.7 -0.5 0.7 0.253
H 3.7985 -2.5176 -1.0741 -0.6 0.4 -0.9 0.356
H 2.6290 -2.9370 -2.3790 0.3 0.9 0.4 0.160
H 1.4923 -1.8972 -0.3450 0.1 0.6 -0.7 -0.255
H 2.6580 -0.5242 -0.3577 -0.5 -0.7 -0.5 0.311
H 1.7534 0.5292 -2.4342 -0.4 -0.9 0.5 0.250
H 0.4897 0.3243 -1.1765 0.6 -0.6 -0.7 -0.172
H -0.7492 -0.2349 -3.2501 -0.3 -0.2 -0.1 -0.298
H -0.8157 -2.3337 0.1895 -0.2 0.5 0.1 0.205
H 0.6239 -3.9659 -2.5387 -0.1 0.3 0.2 0.235
C 4.0267 -2.1062 7.1476 -0.3 0.3 -0.1 -0.876
O 3.8349 -1.2478 6.0389 0.3 -0.5 0.0 -0.234
C 4.9635 -1.1377 5.1831 -0.3 0.1 -0.2 -0.564
C 4.6107 -1.3708 3.7160 0.0 0.1 -0.2 -0.052
O 4.1608 -2.6737 3.3634 0.0 0.1 0.2 -0.501
C 2.9238 -3.1330 3.9002 -0.1 -0.1 0.0 -0.430
C 1.6692 -2.3747 3.4703 0.2 0.1 0.3 -0.026
O 1.6435 -1.0452 3.9702 0.3 -0.1 -0.4 -0.321
C 1.4055 -0.0600 2.9800 -0.2 0.1 0.3 -0.441
H 4.3957 -1.5314 8.0038 0.1 -0.2 0.1 0.259
H 3.0573 -2.5352 7.4080 0.0 0.1 0.0 0.248
H 4.7099 -2.9291 6.9226 0.1 0.0 0.0 0.408
H 5.7606 -1.8284 5.4781 -0.1 -0.1 0.1 0.346
H 5.3487 -0.1177 5.2867 0.2 0.0 -0.2 0.368
H 5.5292 -1.2192 3.1402 0.0 -0.1 0.1 0.454
H 3.9149 -0.6157 3.3503 -0.1 0.0 0.2 -0.083
H 2.9849 -3.2179 4.9846 -0.1 0.2 0.1 0.105
H 2.8148 -4.1587 3.5356 0.1 0.1 -0.2 0.451
H 0.7988 -2.8916 3.8880 0.0 -0.2 -0.1 0.423
H 1.5809 -2.3954 2.3799 0.1 0.1 0.0 -0.094
H 1.8486 -0.3191 2.0155 -0.1 -0.1 0.0 0.165
H 1.8576 0.8733 3.3213 0.0 0.0 0.0 0.121
H 0.3269 0.0981 2.8714 0.1 0.0 -0.2 0.297
C -0.3653 5.3382 -5.8805 0.2 -0.3 0.3 -0.864
O -0.5284 5.1563 -4.4863 -0.4 0.3 -0.3 -0.234
C -1.2070 6.2169 -3.8328 0.0 -0.3 0.1 -0.521
C -2.3581 5.7227 -2.9602 0.0 0.0 0.2 -0.182
O -3.4510 5.1050 -3.6303 0.1 0.1 0.0 -0.475
C -3.2194 3.8717 -4.3091 0.0 -0.2 -0.1 -0.323
C -2.8259 2.6768 -3.4428 0.3 0.1 -0.3 -0.555
O -1.5494 2.8389 -2.8468 -0.5 0.4 0.3 -0.267
C -1.5365 2.6282 -1.4472 0.4 -0.3 -0.2 -0.797
H 0.5901 5.8345 -6.0815 -0.1 0.1 -0.2 0.266
H -0.3491 4.3508 -6.3449 0.1 0.0 0.0 0.245
H -1.1871 5.9065 -6.3243 0.0 0.1 0.0 0.410
H -1.5855 6.9547 -4.5486 0.0 -0.1 -0.1 0.352
H -0.4772 6.7189 -3.1884 -0.1 0.2 0.1 0.370
H -2.7841 6.6027 -2.4669 -0.1 0.0 -0.1 0.438
H -1.9977 5.0864 -2.1519 0.2 -0.1 -0.2 -0.008
H -2.5196 4.0137 -5.1312 0.2 -0.1 0.1 0.095
H -4.1736 3.6199 -4.7820 -0.1 0.1 0.2 0.429
H -2.7688 1.7931 -4.0862 -0.2 0.0 -0.1 0.349
H -3.5998 2.4951 -2.6907 0.0 0.1 0.1 0.387
H -2.4600 2.9605 -0.9637 -0.1 0.0 -0.1 0.430
H -0.7092 3.2055 -1.0301 0.0 0.0 0.0 0.245
H -1.3586 1.5685 -1.2370 -0.1 0.0 0.1 0.141
C -3.1992 -4.4238 -2.2796 -0.5 0.4 -0.7 -0.684
O -3.1597 -5.3778 -3.3424 0.1 -0.4 0.5 -0.362
C -2.0808 -6.2915 -3.2615 -0.4 0.0 -0.1 -0.359
C -2.5381 -7.7419 -3.3937 0.2 0.0 -0.2 -0.324
O -3.3750 -8.2455 -2.3552 -0.2 0.0 -0.1 -0.471
C -4.6696 -7.6758 -2.1975 0.0 0.1 0.1 -0.222
C -5.6534 -7.8806 -3.3496 0.2 0.4 0.1 -0.507
O -5.2610 -7.1953 -4.5302 0.1 -0.5 0.0 -0.262
C -5.2315 -8.0049 -5.6869 -0.1 0.4 0.0 -0.862
H -2.6338 -3.5039 -2.5676 -0.7 -1.0 0.5 0.052
H -4.2494 -4.1568 -2.1127 0.0 -0.1 0.0 0.295
H -2.8018 -4.8296 -1.3437 0.1 0.0 0.0 0.376
H -1.5201 -6.1704 -2.3295 -0.1 0.1 0.0 0.262
H -1.4021 -6.0669 -4.0916 0.2 -0.2 0.0 0.374
H -1.6380 -8.3647 -3.3653 0.0 0.0 0.2 0.418
H -2.9867 -7.9303 -4.3697 -0.1 0.2 0.0 0.091
H -4.5938 -6.6248 -1.9214 0.0 0.1 -0.3 0.026
H -5.0995 -8.1749 -1.3230 0.0 -0.2 -0.1 0.424
H -6.6217 -7.4677 -3.0473 -0.1 -0.1 0.2 0.375
H -5.7872 -8.9515 -3.5341 0.1 0.0 -0.1 0.339
H -4.9219 -9.0309 -5.4709 0.0 0.0 0.0 0.417
H -4.5085 -7.5708 -6.3790 0.0 0.0 0.0 0.240
H -6.2165 -8.0012 -6.1689 0.0 -0.2 -0.1 0.269
C 4.1142 4.3666 3.2242 -0.3 -0.2 -0.3 -0.891
O 2.7684 4.2341 3.6454 0.4 0.3 0.3 -0.209
C 2.6093 4.1448 5.0542 -0.3 0.1 -0.2 -0.365
C 1.5677 5.1301 5.5767 -0.2 -0.1 0.1 -0.373
O 1.8695 6.5156 5.4413 0.0 -0.1 -0.1 -0.463
C 1.9684 7.0611 4.1293 0.0 0.1 -0.1 -0.263
C 0.6922 7.0599 3.2888 0.3 -0.3 -0.1 -0.548
O 0.2708 5.7480 2.9456 -0.2 0.2 0.5 -0.190
C -1.0830 5.4738 3.2504 0.1 -0.2 -0.4 -0.874
H 4.5422 3.3778 3.0305 0.2 0.1 0.1 0.226
H 4.1168 4.9351 2.2925 0.0 -0.1 0.0 0.249
H 4.7257 4.9076 3.9512 0.0 0.0 0.1 0.409
H 3.5566 4.3038 5.5800 0.0 0.1 -0.1 0.362
H 2.2697 3.1284 5.2787 -0.1 0.0 0.3 0.282
H 1.4791 4.9589 6.6541 0.1 0.1 0.0 0.426
H 0.5799 4.9144 5.1699 0.1 -0.1 -0.2 0.105
H 2.7993 6.6098 3.5892 -0.1 -0.2 -0.2 0.049
H 2.2518 8.1082 4.2737 -0.1 0.0 0.1 0.428
H 0.9022 7.5845 2.3509 0.1 0.2 0.1 0.377
H -0.0955 7.6102 3.8126 0.0 -0.1 0.1 0.353
H -1.4170 5.9800 4.1599 0.0 0.1 0.0 0.428
H -1.1786 4.3983 3.4057 0.0 0.0 -0.1 0.227
H -1.7192 5.7580 2.4047 -0.1 0.0 0.2 0.262
```
Forces are in eV/Å.



No. 2
C27H66N5O18V as an isolated structure, computed with wB97M-V/def2-TZVPD.

Computed properties:
* 2S+1: 2
* ⟨S²⟩: 0.75
* total energy: -99056.588 eV
* charge: -3

Structure (XYZ):
```
117
Properties=species:S:1:pos:R:3:forces:R:3:mulliken_charge:R:1
O -0.7947 0.0619 2.6031 0.5 1.3 3.3 -0.280
V -1.2176 -0.6176 1.2395 -3.2 1.6 -1.6 1.909
O 0.1323 -1.2553 0.6737 3.3 -2.5 -1.9 -0.486
O -2.5143 -2.4088 -2.6283 0.6 -0.3 -0.2 -0.595
C -2.9034 -1.4684 -1.7362 -3.8 3.2 0.9 0.246
O -3.8738 -0.7623 -2.0450 -0.2 -0.5 -1.6 -0.771
O -2.3952 -1.3680 -0.6125 2.4 -1.6 1.4 -0.246
H -1.8384 -2.9026 -2.1583 0.0 -0.4 0.2 0.430
O 0.2287 2.6839 -1.3372 2.0 0.7 -0.3 -0.511
C -0.8834 1.9829 -1.0684 -4.3 -0.1 0.4 0.175
O -1.8668 2.1500 -1.7757 0.0 0.4 -2.0 -0.756
O -0.9003 1.3513 -0.0019 1.6 -1.3 1.8 -0.103
H 0.7395 2.3367 -0.6023 1.0 0.1 0.2 -0.081
O -3.9249 0.8168 3.8638 0.3 -1.0 3.3 -0.342
C -4.1095 1.0233 2.5847 0.2 2.5 -4.9 0.259
O -4.9493 1.8744 2.2170 -2.6 1.2 1.8 -0.826
O -3.3570 0.5861 1.7416 2.1 -3.1 -0.6 -0.735
H -4.5138 1.4640 4.2587 -0.3 0.0 0.4 0.154
C -6.2211 3.1049 5.4190 1.3 0.3 0.1 -0.882
O -5.0779 2.4565 5.9820 -0.1 -0.9 -0.2 -0.305
C -4.2483 3.2418 6.7977 1.1 0.2 0.6 -0.458
C -2.9207 2.4577 7.1344 -0.7 -1.0 -1.3 -1.038
N -2.1018 2.1231 5.9506 -0.9 -0.5 1.7 -0.078
C -1.2575 3.1823 5.5056 0.6 0.4 -0.9 -0.591
C -0.5031 2.7499 4.1980 -0.4 -0.2 1.7 -0.269
O 0.4247 3.7440 3.7831 0.2 0.2 -1.1 -0.514
C 1.0698 3.3667 2.5322 -0.5 -0.1 0.5 -0.238
H -5.8073 3.9846 4.9260 -0.6 0.4 -0.1 0.348
H -6.9323 3.3476 6.2085 -0.2 0.2 0.1 0.307
H -6.6747 2.4904 4.6414 0.3 -0.2 0.2 0.295
H -4.7999 3.4956 7.7030 -0.1 0.1 0.5 0.384
H -3.9618 4.1905 6.3438 -0.2 0.2 -0.5 0.359
H -3.2576 1.5351 7.6071 -0.1 -0.4 -0.2 0.361
H -2.2528 2.8407 7.9060 -0.3 1.0 -0.1 0.463
H -2.6681 1.6811 5.2405 0.1 -0.1 -0.4 0.293
H -0.6152 3.4418 6.3471 0.7 -0.1 0.0 0.306
H -1.8072 4.1103 5.3482 -0.3 0.4 -0.5 0.204
H -1.2727 2.4369 3.4924 0.1 0.4 -0.7 0.209
H 0.0149 1.8167 4.4191 0.2 -0.1 0.0 0.199
H 0.3718 3.2935 1.6982 -0.4 -0.3 0.2 0.199
H 1.5688 2.4072 2.6682 -0.1 -0.2 -0.1 0.176
H 1.8120 4.0926 2.2002 0.1 0.4 0.7 0.216
C 5.5518 2.4081 -7.1248 -1.2 0.0 -0.2 -0.828
O 4.2916 2.2661 -6.4571 1.2 1.8 -0.6 -0.279
C 3.8990 0.9590 -6.2043 -1.1 -0.4 0.5 -0.837
C 2.7534 0.9408 -5.2048 1.1 0.2 -0.1 0.517
N 1.5433 1.6402 -5.5244 0.8 -0.9 -1.5 -0.379
C 0.6229 1.5300 -4.4216 -0.9 1.1 -0.2 0.113
C -0.0964 0.2098 -4.3633 -1.6 1.4 0.3 -0.795
O 0.6098 -0.8428 -3.8379 1.6 -1.0 1.4 -0.242
C 0.8902 -0.6521 -2.3943 -0.3 -0.7 -1.0 -0.642
H 5.6979 3.4217 -7.4982 -0.5 0.3 0.4 0.253
H 5.5142 1.8106 -8.0357 0.4 -0.5 0.0 0.318
H 6.4173 2.2038 -6.4946 0.0 -0.5 0.2 0.293
H 4.7018 0.4286 -5.6922 0.3 -0.4 -0.3 0.323
H 3.5220 0.4600 -7.0970 0.5 -0.2 -0.5 0.446
H 3.2007 1.4004 -4.3234 0.1 -0.3 0.8 -0.240
H 2.5621 -0.1222 -5.0582 -0.2 0.1 0.5 0.057
H 1.7700 2.5406 -5.9220 -0.4 0.3 0.6 0.289
H -0.1774 2.2580 -4.5546 0.0 0.2 0.0 0.583
H 1.0656 1.7890 -3.4598 0.1 0.0 0.1 -0.485
H -0.5264 -0.0061 -5.3414 0.5 -0.5 -0.3 0.496
H -0.9903 0.4014 -3.7698 -0.2 0.0 0.5 0.357
H 1.4822 0.2416 -2.1970 -0.3 0.2 -0.1 0.015
H 1.5025 -1.4929 -2.0684 -0.1 -0.2 -0.2 0.464
H -0.0423 -0.6784 -1.8307 0.0 0.3 0.1 0.092
C 0.2814 -2.7268 3.7305 0.3 -0.8 -0.5 -1.654
C -0.6158 -3.4961 2.7394 0.5 -0.1 2.0 1.184
C -1.1602 -4.7513 3.4344 1.9 1.0 0.5 -1.285
O -1.8428 -5.5137 2.5338 -1.3 -1.7 -1.0 -0.040
C -2.6193 -6.5266 3.1612 0.3 0.8 -0.4 -0.891
N -1.7394 -2.6756 2.4242 -1.2 0.1 -0.8 -0.485
H -0.2347 -2.3509 4.6139 -0.5 0.3 -0.3 0.372
H 0.7612 -1.9244 3.1700 0.0 0.2 0.3 0.164
H 0.9925 -3.4291 4.1655 0.6 -0.1 -0.2 0.521
H -0.0677 -3.7688 1.8376 0.0 0.2 0.0 -0.236
H -1.7753 -4.4589 4.2854 -0.4 0.2 0.2 0.424
H -0.3068 -5.2757 3.8643 0.3 -0.6 0.1 0.364
H -3.2737 -6.0143 3.8664 -0.3 -0.3 0.3 0.362
H -1.9704 -7.2411 3.6678 0.1 -0.1 0.3 0.302
H -3.2085 -7.0598 2.4151 0.1 0.2 -0.1 0.220
H -2.2337 -2.5432 3.2950 0.1 1.1 0.5 0.275
H -2.3905 -3.3391 2.0293 -0.4 0.2 -1.3 0.235
C 0.9070 -4.6713 -5.1396 1.0 -0.9 -0.7 -1.844
C -0.3358 -4.4294 -4.3653 0.3 0.3 1.2 0.700
C -0.1002 -4.4689 -2.8383 0.2 -0.5 0.6 -0.360
O -1.2721 -4.5654 -2.0056 -0.1 -1.5 -1.3 -0.557
C -0.9384 -4.7005 -0.6543 0.8 0.4 0.7 -0.461
N -0.8949 -3.2119 -4.7859 -1.6 0.8 -0.5 -0.930
H 0.5962 -4.7335 -6.1825 0.2 0.1 -0.2 0.415
H 1.4029 -5.6133 -4.9055 0.0 -0.2 0.1 0.469
H 1.6773 -3.9042 -5.0598 -0.2 0.3 0.2 0.272
H -1.0687 -5.1871 -4.6427 0.0 -0.6 0.4 0.310
H 0.3944 -3.6064 -2.3916 0.6 0.4 -0.8 -0.104
H 0.5730 -5.3173 -2.7155 0.0 -0.5 0.7 0.465
H -0.2970 -3.8608 -0.3868 0.0 0.3 0.4 -0.035
H -0.3812 -5.6117 -0.4365 0.2 -0.4 -0.3 0.393
H -1.7916 -4.7156 0.0238 -0.3 0.3 -0.6 0.286
H -0.2856 -2.4076 -4.8299 0.6 -0.2 0.4 0.248
H -1.5061 -3.0321 -4.0021 -0.9 1.2 -0.7 0.676
C 3.8128 3.7704 -2.1959 -0.3 -0.9 0.7 -1.181
C 3.6531 3.9311 -0.6642 -1.4 -1.0 -1.8 0.694
C 3.7620 2.5518 0.0301 -0.3 0.6 0.4 -1.313
O 2.8838 1.5652 -0.4756 1.3 -0.1 0.3 0.065
C 3.1872 0.3011 0.1473 -0.3 0.3 0.1 -0.582
N 4.6900 4.7930 -0.1774 1.0 0.0 1.2 -0.754
H 3.9040 4.7571 -2.6501 0.4 -0.1 -0.2 0.371
H 3.0136 3.2297 -2.7029 -0.3 0.1 0.3 -0.076
H 4.6710 3.1031 -2.2745 0.6 0.4 -0.7 0.274
H 2.6552 4.3408 -0.5078 0.0 0.1 0.4 0.314
H 3.6350 2.6663 1.1066 -0.6 0.2 0.3 0.497
H 4.8044 2.2333 0.0248 0.6 -0.3 -0.8 0.535
H 4.1982 -0.0697 -0.0214 0.5 0.3 -0.9 0.328
H 2.4716 -0.4378 -0.2132 -0.2 0.2 0.5 -0.184
H 3.1978 0.4045 1.2324 -0.8 0.0 0.2 0.345
H 4.9709 5.5362 -0.8009 -0.6 0.1 -0.3 0.291
H 5.5083 4.2011 -0.1661 0.5 0.0 0.3 0.324
```
Forces are in eV/Å.